Record 1
Below is a 7-piece molecular cluster, C24H55ClF9N4O10S2 overall at a distorted geometry, with properties calculated with wB97M-V/def2-TZVPD.

Calculated values
- lowest unoccupied orbital energy (eV) = -2.68
- F_max (Eh/bohr) = 0.085

```
! wB97M-V def2-TZVPD RIJCOSX def2/J DEFGRID3
* xyz 1 1
O -4.36389 0.32105 1.44387
S -4.10484 -0.50652 2.60325
O -4.80715 0.03577 3.73163
O -2.52930 -0.50951 3.05878
C -4.62976 -2.22906 2.39735
C -4.23720 -2.87628 1.04390
C -2.70599 -2.98563 0.78966
C -2.30058 -1.80192 -0.19346
N -0.98059 -1.22653 0.09818
N -0.02716 -1.94786 0.69702
C 1.11343 -1.28010 0.92414
C 2.35556 -1.84365 1.56898
C 2.44645 -1.37505 3.05267
O 1.08715 -1.27302 3.50984
N 0.87481 -0.03990 0.43301
C -0.37521 -0.01006 -0.09155
N -0.90371 1.05062 -0.69217
Cl -2.43117 1.14666 -1.41405
C -0.03284 2.26982 -0.72049
C -0.53668 3.38103 -1.66771
C 0.36590 4.61844 -1.85114
F -0.42612 5.72680 -1.83053
F 0.83315 4.57531 -3.14667
C 1.62911 4.80383 -0.96460
F 2.35685 5.77546 -1.58488
F 2.47585 3.75530 -0.96913
S 1.40122 5.41958 0.78660
F -0.14657 5.02446 0.87721
F 1.10441 6.90000 0.26501
F 2.97339 5.82096 0.84610
F 1.82189 3.99931 1.44667
F 1.27484 5.98720 2.28230
H -1.95974 -0.73152 2.30111
H -5.72069 -2.27097 2.57798
H -4.15033 -2.81447 3.20638
H -4.62964 -3.91422 1.07034
H -4.76800 -2.39715 0.19710
H -2.36927 -3.97017 0.42771
H -2.20577 -2.74218 1.75658
H -3.12706 -1.07364 -0.11382
H -2.26647 -2.25157 -1.20638
H -0.01641 -2.91602 1.00272
H 2.25743 -2.95330 1.57254
H 3.26886 -1.63137 0.97953
H 2.99230 -2.12955 3.64716
H 2.93258 -0.37851 3.05216
H 1.12347 -0.88093 4.39462
H 0.93425 1.90401 -1.12947
H 0.14028 2.60424 0.31849
H -0.76759 2.97229 -2.67130
H -1.50815 3.74950 -1.27209
C 3.34446 0.22555 -2.52498
C 2.27598 -0.05071 -3.56333
O 1.54686 -1.23227 -3.22553
H 4.03449 -0.61679 -2.45060
H 3.91262 1.12368 -2.77482
H 2.89300 0.35903 -1.53617
H 2.72310 -0.20518 -4.54380
H 1.57492 0.78903 -3.63314
H 1.14583 -1.08542 -2.36230
C 4.79886 -6.19905 4.08742
C 4.62630 -4.75545 4.51759
O 3.24012 -4.41403 4.59514
H 4.33064 -6.36716 3.11586
H 5.85512 -6.46306 4.01915
H 4.31497 -6.87400 4.79750
H 5.09241 -4.08363 3.79593
H 5.08636 -4.58469 5.49510
H 2.83147 -5.00130 5.24080
C -5.82576 -6.61168 -2.02327
C -5.85552 -5.09888 -1.93153
O -4.67393 -4.61911 -1.28331
H -5.75089 -7.05285 -1.02767
H -6.72521 -6.99161 -2.51004
H -4.95317 -6.94800 -2.58935
H -6.71519 -4.76926 -1.34808
H -5.92042 -4.64894 -2.92660
H -3.91939 -4.90777 -1.80939
C -9.57866 -5.89909 0.64781
C -8.39501 -6.14772 1.56274
O -7.62516 -4.95596 1.72575
H -9.23977 -5.55098 -0.32994
H -10.16651 -6.80830 0.51303
H -10.22730 -5.12099 1.05770
H -7.73936 -6.90917 1.14032
H -8.73103 -6.48804 2.54665
H -8.20267 -4.28588 2.10843
C 6.14766 5.48220 -3.60037
C 5.09689 5.25186 -4.66951
O 4.30408 4.10643 -4.35561
H 6.79560 4.60920 -3.50657
H 6.76161 6.35286 -3.83686
H 5.67893 5.63895 -2.62536
H 5.56655 5.07470 -5.63649
H 4.43774 6.12155 -4.76046
H 3.88200 4.27243 -3.50547
C 4.94700 9.31235 -0.53729
C 5.88698 8.37329 -1.26670
O 6.46302 7.44125 -0.35575
H 5.47404 9.85611 0.24810
H 4.50018 10.03517 -1.22256
H 4.14661 8.74611 -0.05231
H 6.69929 8.92838 -1.73526
H 5.35171 7.81967 -2.04518
H 5.74224 6.94624 0.04942
*
```

Record 2
Below is C36H48N3O2P2Rb as an isolated structure, with properties calculated with wB97M-V/def2-TZVPD.

Calculated values
- lowest unoccupied orbital energy (eV) = -0.18
- F_max (Eh/bohr) = 0.006
- energy relative to the best compared isomer or geometry (same formula, charge and spin) (eV) = 0.308

```
! wB97M-V def2-TZVPD RIJCOSX def2/J DEFGRID3
* xyz 0 1
Rb -0.03496 -0.47152 -0.52756
C -3.21111 0.35528 1.65535
C -3.75172 1.35963 0.63128
C -4.81724 2.22337 1.31360
P -2.27126 2.00935 -0.31257
C -2.90848 3.14758 -1.64105
C -1.73967 3.35330 -2.61455
C -3.47472 4.50330 -1.23137
C -1.34938 3.13142 0.78928
C -2.02220 4.03230 1.62647
C -1.36307 4.92907 2.44451
C 0.03085 4.94353 2.41491
C 0.72205 4.09358 1.58326
C 0.07519 3.15720 0.73287
N 0.79819 2.30290 -0.04875
C 1.89716 2.79120 -0.69332
C 1.91151 4.11161 -1.22490
C 2.93939 4.58487 -2.00581
C 4.03704 3.77829 -2.30698
C 4.07138 2.50587 -1.77504
C 3.04632 1.99218 -0.96879
P 3.18832 0.36009 -0.18148
C 4.14108 -0.73237 -1.37671
C 3.39452 -0.70010 -2.71830
C 5.65661 -0.62183 -1.54971
C 4.33984 0.63776 1.25583
C 5.44969 1.66303 1.04501
C 3.48986 1.01351 2.47195
H -4.03129 -0.14897 2.17330
H -2.61308 0.87619 2.40768
H -2.58523 -0.41594 1.20158
H -4.26244 0.79546 -0.16123
H -4.45388 2.62369 2.25976
H -5.68435 1.59829 1.54623
H -5.16450 3.05285 0.70079
H -3.68736 2.56696 -2.15054
H -0.93230 3.91006 -2.13171
H -2.06623 3.92312 -3.48776
H -1.31734 2.40627 -2.95291
H -2.75312 5.05884 -0.63105
H -4.39981 4.42271 -0.66281
H -3.68861 5.09805 -2.12422
H -3.10182 4.04924 1.60877
H -1.91632 5.60931 3.07864
H 0.58579 5.62983 3.04442
H 1.80533 4.12867 1.56657
H 1.06533 4.75595 -1.01759
H 2.87914 5.59488 -2.39529
H 4.84328 4.14048 -2.93130
H 4.93104 1.88342 -1.98446
H 3.96151 -1.72238 -0.93837
H 3.48838 0.26917 -3.20660
H 2.33008 -0.87239 -2.53391
H 3.74875 -1.47792 -3.39802
H 5.97069 0.29472 -2.04861
H 6.01376 -1.45560 -2.16129
H 6.17364 -0.66917 -0.59051
H 4.79246 -0.34567 1.43311
H 5.02917 2.65778 0.88744
H 6.07203 1.43124 0.18156
H 6.09464 1.70258 1.92760
H 2.93062 1.93391 2.28243
H 4.12034 1.17894 3.34947
H 2.76195 0.23592 2.70812
O -5.36565 -6.15811 0.85690
C -5.71654 -4.89022 0.33535
C -4.46929 -4.12757 -0.01538
C -4.56730 -2.88277 -0.62985
C -3.40165 -2.19617 -0.91451
N -2.18351 -2.66014 -0.63981
C -2.09005 -3.85617 -0.05637
C -3.20732 -4.61576 0.27179
C -0.70603 -4.33115 0.24242
C -0.38863 -5.68092 0.27672
C 0.92183 -6.07410 0.53315
C 1.29239 -7.53718 0.53642
O 0.27072 -8.37158 1.05115
C 1.86804 -5.08436 0.75144
C 1.45949 -3.75881 0.70194
N 0.20858 -3.38053 0.45504
H -6.16855 -6.62225 1.11173
H -6.28758 -4.30760 1.06644
H -6.33336 -4.98793 -0.56422
H -5.52784 -2.44804 -0.87723
H -3.44153 -1.21555 -1.37993
H -3.10311 -5.57058 0.76612
H -1.14506 -6.43107 0.08746
H 2.23523 -7.67768 1.07296
H 1.45141 -7.86837 -0.49094
H 0.13388 -8.15457 1.97941
H 2.90202 -5.32740 0.96142
H 2.17397 -2.95828 0.87363
*
```